No. 1
7
Properties=species:S:1:pos:R:3:forces:R:3:nbo_charge:R:1 method="wB97M-V/def2-TZVPD" lumo_ha="-0.3129 / -0.3429" charge=+1 gap_ev="8.44 / 7.84"
C -1.86847 0.23928 -0.24097 -0.04 -0.49 0.05 1.089
O 0.66827 -0.19551 0.49103 -3.47 0.82 0.28 0.079
O -2.76260 -0.48522 -0.38072 1.42 1.66 0.19 -0.334
O -0.50454 -0.59469 0.11668 2.30 -1.09 0.21 -0.101
F -1.50943 1.46000 -0.25473 -0.67 -0.52 -0.11 -0.198
Cl 2.66930 -0.67778 -0.29814 1.78 1.36 0.98 0.104
H 3.30747 0.25392 0.56685 -1.33 -1.74 -1.61 0.360

=====

No. 2
10
Properties=species:S:1:pos:R:3:forces:R:3:lowdin_spin:R:1 method="wB97M-V/def2-TZVPD" lumo_ha="0.1374 / 0.0511" multiplicity=3 charge=-1 s_squared=2.0111 gap_ev="5.72 / 5.28"
C -0.38941 0.33970 -0.13903 -2.39 0.77 0.65 0.262
C -1.79246 0.80248 0.38429 -1.24 -2.45 -0.60 0.208
C -0.88092 1.77136 -0.13994 -0.57 -1.39 -0.77 0.540
C -3.20418 -0.03311 -0.20141 1.22 1.39 -5.65 0.075
O -3.46964 0.03161 -1.47214 1.27 0.52 4.35 0.019
O -0.61545 2.90518 -0.46194 0.80 2.61 -0.81 0.694
S -3.87146 -1.05802 0.87438 -0.45 -0.62 1.66 0.106
H -0.18130 -0.33079 -0.95338 -0.24 0.18 -0.62 0.029
H 0.02256 0.16701 0.79302 2.32 -0.94 1.40 0.032
H -1.71784 0.75228 1.47046 -0.72 -0.07 0.39 0.035

=====

No. 3
62
Properties=species:S:1:pos:R:3:forces:R:3:nbo_charge:R:1 method="wB97M-V/def2-TZVPD" lumo_ha=-0.2055 charge=+1 gap_ev=5.14
C -1.33120 -1.71130 0.52616 -0.11 -0.09 -0.04 -0.602
C -1.74177 -0.77336 1.67088 0.00 0.04 0.43 -0.716
C -2.60938 0.37159 1.14763 -0.25 -0.20 -0.06 -0.599
Si -0.28707 -0.18317 2.74967 -0.15 -0.27 0.10 2.002
C -0.43695 1.63731 3.26847 -0.30 0.00 -0.36 -0.719
C 0.79313 2.47558 2.90543 0.04 0.12 0.09 -0.597
C -0.79929 1.85767 4.74488 -0.03 0.16 -0.04 -0.601
C -0.14520 -1.24776 4.32221 0.05 0.29 -0.18 -0.705
C 1.21638 -1.92782 4.44984 0.09 -0.19 0.29 -0.596
C -1.28135 -2.26193 4.49998 0.06 -0.05 0.20 -0.601
O 1.08358 -0.43992 1.80452 0.10 0.27 0.35 -0.870
C 1.51835 0.07357 0.63590 0.21 -1.63 -0.82 0.173
C 1.89870 -0.74687 -0.37612 -0.23 0.90 1.71 -0.291
C 2.45917 -0.18326 -1.61312 0.25 0.44 -0.94 -0.627
H -2.22411 -2.22400 0.14376 0.12 0.01 0.02 0.200
H -0.89647 -1.15238 -0.31677 0.01 -0.15 0.31 0.199
H -0.61440 -2.48124 0.84642 -0.14 0.23 -0.13 0.216
H -2.34658 -1.36522 2.38201 0.04 0.21 -0.36 0.232
H -3.44158 -0.04105 0.55819 0.09 0.18 0.07 0.202
H -3.03867 0.95791 1.96909 0.04 -0.03 -0.26 0.215
H -2.03483 1.04269 0.49454 -0.09 -0.02 0.11 0.187
H -1.28363 1.99981 2.66178 0.22 0.14 0.23 0.221
H 0.72378 3.45269 3.40370 0.10 -0.14 -0.17 0.213
H 1.72682 1.99791 3.23336 -0.16 0.14 -0.11 0.209
H 0.84566 2.65505 1.82648 0.11 0.01 0.16 0.192
H -1.02509 2.92345 4.90445 0.04 -0.28 0.02 0.212
H -1.67841 1.27948 5.05327 0.17 0.07 0.02 0.210
H 0.04279 1.59935 5.40211 -0.23 0.03 -0.11 0.208
H -0.22875 -0.51593 5.14251 0.04 -0.29 -0.19 0.229
H 1.27395 -2.44101 5.42221 0.07 0.06 -0.25 0.208
H 1.35932 -2.68181 3.66466 0.08 0.20 0.13 0.205
H 2.03714 -1.20313 4.41034 -0.06 -0.19 -0.10 0.212
H -1.17942 -2.76294 5.47520 -0.04 0.08 -0.27 0.215
H -2.26755 -1.78347 4.48031 0.12 -0.14 0.00 0.204
H -1.24813 -3.03569 3.72224 -0.08 0.11 0.11 0.202
H 1.60074 1.16086 0.55881 -0.07 -0.20 0.02 0.163
H 1.85459 -1.83151 -0.28376 -0.11 0.30 0.26 0.219
H 2.47150 -0.95290 -2.39077 0.06 0.22 -0.04 0.207
H 1.81908 0.64669 -1.94721 0.26 -0.21 -0.02 0.181
H 3.47764 0.23641 -1.53931 -0.21 -0.29 0.09 0.223
C 0.86553 2.15463 -3.72887 0.91 0.61 -0.13 -0.510
C 2.25046 2.72458 -4.22373 -0.83 -0.47 0.33 -0.475
C 2.89592 1.53865 -4.88658 -1.03 -0.40 0.68 0.072
C 2.12147 0.40176 -4.75564 0.74 0.47 -0.25 -0.318
C 0.90773 0.69669 -4.06636 -0.47 0.43 -0.93 0.329
C -0.22521 -0.16716 -3.94998 -0.36 -0.38 0.13 -0.119
C -0.19060 -1.47738 -4.49694 -0.09 0.05 0.21 -0.111
C -1.30065 -2.31015 -4.41251 0.07 0.06 0.03 -0.222
C -2.47002 -1.87336 -3.76727 0.50 0.53 -0.27 -0.094
C -2.53590 -0.56617 -3.25379 0.16 0.07 -0.08 -0.217
C -1.43704 0.28200 -3.35125 0.15 -0.21 0.00 -0.118
H 0.68987 2.34683 -2.66200 0.02 -0.12 -0.24 0.270
H 0.05485 2.66449 -4.27135 0.09 -0.34 0.11 0.272
H 2.06336 3.55597 -4.91641 0.31 -0.19 0.02 0.264
H 2.84866 3.13303 -3.39028 -0.05 -0.24 -0.37 0.266
H 3.86341 1.60344 -5.38360 -0.27 -0.15 0.05 0.245
H 2.37884 -0.58986 -5.14582 -0.03 0.61 0.20 0.252
H 0.72058 -1.81732 -4.99395 -0.42 -0.03 0.17 0.221
H -1.26202 -3.30335 -4.86265 -0.02 0.30 0.20 0.243
H -3.34155 -2.52284 -3.71833 0.21 0.11 0.06 0.241
H -3.45970 -0.20155 -2.80073 0.33 -0.15 -0.10 0.244
H -1.50049 1.30671 -2.97592 -0.03 -0.40 -0.05 0.226

=====

No. 4
18
Properties=species:S:1:pos:R:3:forces:R:3:nbo_charge:R:1 method="wB97M-V/def2-TZVPD" lumo_ha=0.0269 charge=0 gap_ev=9.76
C -0.70588 0.04737 -1.63978 -0.13 1.59 -0.62 -0.067
O -0.54701 -0.72804 -2.79848 0.56 -1.04 0.33 -0.719
C 0.21073 -0.24976 -0.48770 1.01 -1.50 1.25 -0.094
C -0.09127 0.63977 0.73379 -0.47 0.68 -1.07 0.100
C 1.11104 1.07630 1.54085 -0.74 -1.19 1.67 -0.639
O -1.11977 -0.00285 1.48031 0.00 0.47 0.31 -0.729
N 0.16151 -1.68299 -0.19242 -1.09 0.06 -0.07 -0.897
H -1.74779 0.05875 -1.32615 -0.27 -0.46 0.44 0.162
H -0.54519 1.09460 -1.92674 0.19 -0.07 -0.20 0.167
H 1.28439 -0.09992 -0.64439 -0.22 0.39 -0.92 0.197
H -0.46295 1.60336 0.33562 -0.32 -0.35 -0.10 0.151
H 0.71069 1.55833 2.44326 0.15 0.63 -0.37 0.211
H 1.76582 1.72343 0.97178 0.22 -0.01 0.07 0.219
H 1.59278 0.21960 2.03167 0.45 -0.02 -0.71 0.215
H -1.65926 0.69379 1.87789 0.10 -0.32 0.00 0.474
H -0.61056 -2.05674 0.34798 0.37 0.33 -0.09 0.391
H 0.96957 -2.25628 -0.24801 0.48 0.00 0.18 0.380
H -0.31682 -1.63872 -2.49947 -0.29 0.81 -0.11 0.477

=====

Which energy above the lowest of the compared OMol25 structures with the same formula, charge and spin belongs to each record? In order, 27.5, 9.7, 0.0, 34.1 kcal per mole.